No. 1
{
  "formula": "C4H14NO2",
  "method": "the ωB97M-V functional and the def2-TZVPD basis",
  "symbols": ["C", "O", "C", "C", "C", "N", "H", "H", "H", "H", "H", "H", "H", "H", "H", "H", "H", "H", "H", "H", "O"],
  "xyz": [[-0.6953, 0.8888, 1.4411], [-1.8311, 0.3548, 2.1194], [-0.4454, 0.6062, 0.0283], [0.8432, 1.1332, -0.5708], [0.9915, 1.1398, -2.1614], [-0.7135, -0.8647, -0.0768], [-0.4818, 1.9989, 1.5871], [0.0636, 0.4087, 2.1003], [-2.4613, 1.1239, 2.1600], [-1.1989, 1.0573, -0.6756], [0.9054, 2.1145, -0.1598], [1.7523, 0.6536, -0.1338], [1.8305, 1.7413, -2.5457], [1.0607, 0.1214, -2.4992], [0.0934, 1.6351, -2.5974], [0.2148, -1.2777, 0.2102], [-0.8830, -1.4270, -0.9209], [-1.5552, -1.1076, 0.5432], [1.4778, -3.4589, -0.9835], [2.4625, -2.3349, -0.4974], [1.5210, -2.5525, -0.5750]],
  "forces_ev_per_angstrom": [[2.297, 1.403, 3.589], [-1.407, 2.144, -1.442], [-2.405, 0.113, -3.787], [1.857, -0.966, -0.568], [-1.296, 0.977, 1.350], [0.517, -2.156, 0.910], [-0.859, -1.220, 0.045], [0.496, 0.342, -0.973], [0.342, -1.449, 0.126], [0.075, -0.148, 1.057], [0.033, 1.077, -0.033], [-0.643, -0.044, -0.195], [-0.075, -0.447, 0.610], [0.084, -0.349, -0.401], [0.429, -0.545, 0.212], [-1.216, -0.465, 0.351], [0.056, 1.216, -0.531], [1.695, 0.430, -0.361], [0.192, 1.324, 0.657], [-0.249, -0.242, -0.083], [0.076, -0.993, -0.532]],
  "total_energy_ha": -365.7708,
  "charge": 1,
  "e_homo_ev": -15.104,
  "gap_ev": 12.03
}

---

No. 2
{
  "formula": "C32H29AuNP2Se3Te",
  "method": "the ωB97M-V functional and the def2-TZVPD basis",
  "symbols": ["Au", "Se", "Se", "Te", "Se", "C", "N", "C", "P", "C", "C", "C", "C", "C", "C", "C", "C", "C", "C", "C", "C", "C", "C", "C", "C", "C", "C", "P", "C", "C", "C", "C", "C", "C", "C", "C", "C", "C", "C", "C", "H", "H", "H", "H", "H", "H", "H", "H", "H", "H", "H", "H", "H", "H", "H", "H", "H", "H", "H", "H", "H", "H", "H", "H", "H", "H", "H", "H", "H"],
  "xyz": [[0.7327, 2.0716, 0.1223], [1.8896, 3.7172, 1.5577], [2.2425, 5.7489, 0.6475], [1.6735, 5.6357, -1.8528], [0.4285, 3.6357, -2.1322], [0.4363, -1.2642, -0.5720], [-0.3639, -1.3209, 0.6507], [-1.5911, -0.5229, 0.7268], [-1.5034, 1.2653, 0.2789], [-2.3564, 1.4314, -1.3164], [-2.5244, 0.3716, -2.2015], [-3.1276, 0.5756, -3.4390], [-3.5728, 1.8382, -3.7932], [-3.4161, 2.9023, -2.9111], [-2.8077, 2.7018, -1.6838], [-2.6337, 2.0144, 1.4761], [-2.1404, 2.8444, 2.4759], [-2.9994, 3.3726, 3.4320], [-4.3525, 3.0754, 3.3861], [-4.8545, 2.2516, 2.3837], [-3.9995, 1.7240, 1.4305], [-0.6103, -2.6412, 1.1656], [-0.8500, -3.7319, 0.3385], [-1.0929, -4.9833, 0.8931], [-1.1192, -5.1453, 2.2705], [-0.8966, -4.0507, 3.0966], [-0.6361, -2.8050, 2.5464], [1.7675, 0.0029, -0.4814], [2.9199, -0.5431, 0.8108], [4.0092, 0.2885, 1.0786], [4.9450, -0.0660, 2.0355], [4.7979, -1.2535, 2.7443], [3.7207, -2.0840, 2.4838], [2.7839, -1.7330, 1.5179], [2.6566, -0.2583, -2.0346], [2.4114, 0.5559, -3.1363], [3.0404, 0.3064, -4.3487], [3.9253, -0.7554, -4.4606], [4.1811, -1.5697, -3.3637], [3.5494, -1.3245, -2.1546], [-0.1374, -1.0426, -1.4790], [0.9154, -2.2278, -0.7453], [-1.8975, -0.5008, 1.7719], [-2.4226, -0.9834, 0.1765], [-2.2033, -0.6278, -1.9392], [-3.2551, -0.2574, -4.1179], [-4.0495, 1.9953, -4.7520], [-3.7691, 3.8891, -3.1815], [-2.6907, 3.5372, -1.0020], [-1.0841, 3.0849, 2.5027], [-2.6107, 4.0201, 4.2072], [-5.0226, 3.4904, 4.1281], [-5.9122, 2.0257, 2.3442], [-4.3996, 1.0950, 0.6427], [-0.8471, -3.6138, -0.7390], [-1.2705, -5.8307, 0.2435], [-1.3110, -6.1202, 2.6989], [-0.9099, -4.1701, 4.1724], [-0.4337, -1.9494, 3.1809], [4.1265, 1.2211, 0.5359], [5.7884, 0.5832, 2.2324], [5.5258, -1.5296, 3.4962], [3.6041, -3.0126, 3.0281], [1.9585, -2.4005, 1.3259], [1.7353, 1.3964, -3.0471], [2.8456, 0.9452, -5.2005], [4.4232, -0.9468, -5.4026], [4.8775, -2.3936, -3.4498], [3.7632, -1.9554, -1.2993]],
  "forces_ev_per_angstrom": [[0.050, 0.081, -0.288], [-0.021, -0.146, 0.148], [0.012, 0.072, -0.065], [0.075, 0.100, -0.004], [-0.050, -0.035, 0.046], [-0.189, -0.071, 0.129], [0.103, 0.123, -0.186], [0.077, -0.075, -0.013], [0.016, -0.038, 0.026], [-0.036, -0.001, 0.004], [-0.011, -0.012, -0.092], [0.037, 0.003, 0.085], [-0.011, 0.034, 0.006], [0.012, -0.040, -0.004], [-0.024, 0.016, 0.010], [-0.081, 0.045, -0.004], [0.020, 0.026, 0.041], [0.005, -0.012, -0.027], [-0.015, -0.017, -0.020], [0.060, 0.023, 0.016], [-0.044, -0.026, -0.030], [0.033, 0.073, 0.065], [0.007, -0.034, 0.003], [0.007, 0.024, 0.023], [-0.002, 0.010, -0.040], [0.017, 0.026, -0.020], [0.001, -0.045, 0.051], [0.064, -0.035, 0.320], [0.024, 0.028, -0.034], [-0.003, 0.066, 0.029], [-0.015, -0.028, -0.006], [0.022, 0.036, -0.019], [-0.052, 0.000, -0.045], [0.048, -0.035, -0.018], [0.008, 0.030, -0.126], [-0.016, 0.009, -0.040], [0.001, -0.019, 0.053], [0.012, -0.018, 0.000], [-0.031, 0.033, 0.001], [0.037, -0.039, 0.012], [-0.009, 0.012, -0.038], [0.012, -0.034, 0.042], [-0.010, -0.039, 0.049], [-0.027, -0.008, -0.063], [-0.005, 0.002, 0.001], [0.003, 0.007, 0.015], [0.012, 0.002, 0.011], [0.005, -0.017, 0.008], [0.000, -0.021, 0.009], [0.006, -0.003, -0.002], [-0.001, -0.011, -0.016], [0.014, -0.009, -0.013], [0.019, 0.001, -0.003], [0.022, 0.009, 0.007], [-0.010, -0.008, 0.015], [0.002, 0.011, 0.007], [0.001, 0.014, -0.006], [-0.001, 0.001, -0.018], [0.001, -0.020, -0.014], [-0.019, -0.010, 0.001], [-0.018, -0.005, -0.009], [-0.010, 0.010, -0.010], [-0.007, 0.021, -0.013], [-0.093, -0.049, 0.011], [-0.011, -0.001, 0.003], [-0.003, -0.005, 0.022], [-0.007, 0.000, 0.018], [-0.011, 0.009, 0.007], [-0.003, 0.012, -0.011]],
  "multiplicity": 3,
  "total_energy_ha": -9582.1237,
  "charge": 1,
  "e_homo_ev": [-10.344, -10.606],
  "gap_ev": [7.10, 5.43]
}